Entry 1:
ORCA calculation (the ωB97M-V functional and the def2-TZVPD basis) on a single C6H16N2 molecule at a distorted geometry.

HOMO = -8.6 eV
maximum force = 3.2 eV/A
structure (SMILES) = CNCCC[C@H](C)N
lowest unoccupied orbital energy = 1.075 eV

```
24
C6H16N2, DFT the ωB97M-V functional and the def2-TZVPD basis
N 2.006 -0.259 2.412
N -0.227 0.305 -2.862
C -0.220 -1.575 2.469
C -0.176 0.546 1.205
C -1.544 0.879 -3.322
C -0.551 0.217 -0.267
C 0.806 -0.647 1.721
C 0.203 0.756 -1.490
H 1.826 0.015 3.366
H -0.236 -0.744 -2.958
H -2.274 1.538 -2.683
H -0.048 1.803 -1.466
H 1.104 -1.347 0.890
H -1.117 0.473 1.885
H 0.045 -2.686 2.685
H 2.743 -0.993 2.662
H -2.066 0.037 -3.799
H -1.367 1.650 -4.066
H -1.203 -1.630 1.958
H 0.385 1.456 1.443
H -0.553 -1.110 3.537
H -0.483 -0.836 -0.266
H 1.358 0.512 -1.467
H -1.685 0.482 -0.461
```

Entry 2:
ORCA calculation (the ωB97M-V functional and the def2-TZVPD basis) on 2 unconnected molecules or ions with the total composition C6H16N2 at a distorted geometry.

HOMO = -7.6 eV
maximum force = 4.9 eV/A
lowest unoccupied orbital energy = -2.585 eV

```
24
C6H16N2, DFT the ωB97M-V functional and the def2-TZVPD basis
N 0.878 2.485 0.655
N 0.208 -1.000 -0.538
C -2.196 -1.495 0.625
C -1.186 1.154 -1.013
C -0.718 -1.738 0.274
C -0.114 0.430 -0.198
C 1.969 1.527 -1.273
C 1.237 1.232 0.035
H 2.141 -3.163 1.168
H 2.441 0.618 -1.682
H -2.559 -2.477 1.055
H -0.320 -1.729 1.354
H -2.223 1.011 -0.737
H -0.466 0.467 0.826
H -0.691 -2.805 -0.055
H -1.024 0.980 -2.142
H -2.864 -1.077 -0.064
H 1.864 0.625 0.655
H 1.003 2.464 1.640
H 1.235 2.066 -1.859
H -0.843 2.185 -0.836
H 2.774 2.194 -1.220
H -2.391 -0.977 1.510
H 1.843 -2.977 1.822
```

Entry 3:
ORCA calculation (the ωB97M-V functional and the def2-TZVPD basis) on a single C6H16N2 molecule at a distorted geometry.

HOMO = -8.6 eV
maximum force = 3.5 eV/A
structure (SMILES) = CC(C)[C@@](C)(N)CN
lowest unoccupied orbital energy = 0.925 eV

```
24
C6H16N2, DFT the ωB97M-V functional and the def2-TZVPD basis
N 2.704 -1.043 0.055
N -0.432 -1.727 -0.581
C 0.087 -0.499 1.491
C -0.602 0.711 -0.637
C -0.257 2.052 -0.009
C 1.657 -0.342 -0.643
C -2.269 0.529 -0.536
C 0.078 -0.496 -0.038
H -0.440 2.854 -0.724
H -2.722 1.394 -1.017
H -1.413 -1.888 -0.394
H -2.615 -0.368 -1.041
H 0.705 0.305 1.884
H 1.986 0.691 -0.754
H 1.603 -0.752 -1.653
H 0.481 -1.445 1.865
H -0.853 2.245 0.879
H -0.403 0.732 -1.710
H -0.924 -0.390 1.879
H 2.502 -2.033 0.134
H 0.775 2.150 0.318
H -2.584 0.509 0.506
H 0.091 -2.531 -0.256
H 2.843 -0.660 0.982
```

Entry 4:
ORCA calculation (the ωB97M-V functional and the def2-TZVPD basis) on a single C6H16N2O molecule at a distorted geometry.

HOMO = -8.5 eV
maximum force = 5.9 eV/A
structure (SMILES) = CCN[C@@](N)(O)C(C)C
lowest unoccupied orbital energy = 0.886 eV

```
25
C6H16N2O, DFT the ωB97M-V functional and the def2-TZVPD basis
O -0.223 1.148 -1.182
N 0.793 -0.458 0.130
N 0.449 1.725 0.915
C 2.444 -0.159 -0.425
C -2.771 -0.066 0.135
C -1.497 -0.094 0.958
C 0.009 0.670 0.108
C 2.571 -0.127 -1.934
C -1.326 -1.439 1.630
H 2.786 0.759 0.049
H -0.122 2.555 0.919
H -1.207 -2.236 0.895
H -1.062 0.945 -1.600
H 3.607 0.008 -2.260
H 2.045 0.718 -2.381
H -1.592 0.659 1.744
H 2.986 -0.991 0.022
H -2.951 0.901 -0.338
H 1.446 1.878 0.907
H -0.471 -1.424 2.303
H 2.204 -1.056 -2.375
H 0.471 -1.100 -0.585
H -3.655 -0.278 0.745
H -2.740 -0.850 -0.626
H -2.195 -1.688 2.248
```

Energy above the lowest of the compared OMol25 structures with the same formula, charge and spin for the records above, in order: 274.9 785.0 66.6 271.8 kJ/mol